The following is a quantum chemistry calculation of C43H63N6O13P3SY as an isolated structure, from the OMol25 dataset.

Values from the calculation:
Orbital gap (eV): 6.42
2S+1: 1
HOMO (Eh): -0.16381
Total charge: -1
Molecular weight (g/mol): 1085.90
Max |F| (eV/Å): 1.0
Energy above the lowest of the compared OMol25 structures with the same formula, charge and spin (eV): 0.894

```
130
Properties=species:S:1:pos:R:3:forces:R:3:lowdin_charge:R:1
H -4.038 -0.545 2.212 -0.024 0.006 -0.016 0.0765
H -0.338 -6.643 -0.815 -0.001 0.007 -0.003 0.0863
C 0.332 3.394 1.733 -0.046 -0.078 0.092 -0.6377
O 0.828 -3.635 0.105 -0.014 -0.058 0.089 -0.1439
O -0.408 -0.958 -4.446 -0.154 0.085 -0.154 -0.1802
H -2.618 -2.713 4.724 0.000 -0.007 -0.002 0.1197
C 2.443 -2.614 -4.807 -0.014 0.027 0.023 -0.0439
H -1.384 2.070 3.837 0.011 0.013 0.004 0.0842
H 3.650 -0.906 -4.382 0.023 0.009 0.031 0.1319
N -3.813 -1.073 4.231 0.014 0.019 0.003 -0.1516
C -5.315 -2.037 -0.299 -0.005 0.001 -0.018 -0.0342
C 6.525 4.954 4.279 -0.017 -0.019 -0.006 -0.0630
C -4.079 0.269 4.751 0.039 -0.011 -0.030 -0.2062
C 3.605 2.223 2.720 0.008 0.048 -0.007 -0.2794
O 0.364 4.250 2.605 -0.134 0.072 -0.003 0.0316
H -0.561 -1.927 3.796 0.004 -0.012 -0.013 0.0891
H 0.106 -0.379 4.298 0.013 0.010 0.002 0.0612
H -2.232 -2.846 -4.319 -0.023 0.005 0.008 0.0858
H -4.753 0.786 4.063 0.001 0.002 -0.006 0.1232
H -1.939 -0.778 -5.719 0.023 -0.020 -0.042 0.1355
C 5.824 3.129 2.694 -0.013 -0.029 -0.021 -0.0498
C 4.211 3.952 4.260 -0.031 -0.034 -0.015 -0.0312
C -2.319 0.615 -4.136 0.065 0.012 0.017 -0.0383
O -0.079 0.346 -2.260 0.419 -0.029 0.095 -0.2901
H 2.990 -0.614 -6.713 -0.007 -0.002 -0.002 0.0838
H 1.774 4.938 -3.330 0.002 -0.004 0.009 0.0837
H 1.816 -4.933 -2.220 0.014 -0.008 0.007 0.0706
C -3.925 -2.133 -0.319 0.032 -0.059 -0.112 -0.1645
H -1.696 1.423 -4.522 -0.004 -0.011 -0.014 0.0918
N -2.888 1.086 4.951 0.019 -0.029 -0.003 -0.1491
H 2.108 -6.436 -1.341 -0.007 -0.009 0.001 0.0887
C 0.958 -5.035 -0.225 0.015 -0.034 -0.061 -0.4123
O 3.164 -0.130 1.798 0.009 -0.099 -0.145 -0.3390
H -2.252 -3.430 -0.234 0.015 -0.023 -0.005 0.0856
C -1.604 6.227 -1.161 -0.093 -0.003 0.011 -0.0147
H 2.360 0.727 -5.741 0.004 -0.016 -0.013 0.0906
H 6.792 5.700 3.528 0.000 0.002 0.000 0.0772
H 1.355 3.553 -0.143 -0.022 -0.004 -0.009 0.0964
O 2.659 -2.484 -1.231 0.037 0.090 0.041 -0.2020
H 0.114 5.259 -3.886 -0.011 0.006 -0.004 0.0867
H 5.133 1.572 1.376 0.004 0.005 -0.005 0.1020
O 1.379 0.969 3.065 -0.025 0.040 -0.068 -0.3415
H -3.505 7.006 -0.486 0.007 0.001 -0.001 0.0867
H -3.141 -2.028 2.488 -0.003 -0.007 -0.005 0.0850
H -4.450 4.751 -0.097 0.009 0.001 -0.009 0.1013
C -3.333 -3.387 -0.245 0.007 -0.073 0.024 -0.0422
H 4.392 -0.684 -2.169 -0.011 0.019 0.038 0.0734
C -4.109 -4.536 -0.158 -0.033 0.014 -0.001 -0.0893
C 3.258 3.075 3.753 0.031 0.021 -0.008 -0.0428
C -5.493 -4.436 -0.139 0.020 0.044 0.001 -0.1047
C -0.824 -0.912 4.109 -0.052 -0.034 -0.033 -0.3100
C -2.251 1.429 3.671 0.020 -0.076 0.045 -0.3042
H -1.143 -5.365 0.111 -0.005 0.005 -0.001 0.0710
P 0.381 -0.771 -3.095 -0.217 -0.119 0.041 0.4829
C -0.396 -5.565 -0.655 -0.006 0.043 -0.015 -0.0451
H 3.110 -2.981 -5.588 -0.007 0.002 0.001 0.0878
H -6.103 -5.328 -0.066 0.000 0.004 0.001 0.0928
H -1.049 0.937 5.926 0.003 0.002 -0.004 0.1286
P -1.698 -0.057 2.707 0.022 0.069 0.102 1.0446
C -1.966 0.357 5.818 -0.003 -0.002 -0.067 -0.1961
C -2.637 -1.878 -4.016 0.054 0.005 0.066 -0.0352
H 3.528 -1.782 0.533 -0.046 0.023 0.052 0.1086
H 3.316 0.120 -0.983 0.002 0.003 0.004 0.0698
O 0.454 5.288 -1.839 0.098 -0.044 -0.066 -0.1107
C 2.045 -5.351 -1.238 0.004 0.012 0.015 -0.0428
H 7.441 4.434 4.565 -0.002 0.003 -0.001 0.0738
H 0.550 -3.174 -2.876 0.021 -0.024 -0.003 0.0659
H -0.719 -5.093 -1.587 -0.010 -0.020 0.020 0.0827
O -1.771 -1.120 -0.490 -0.060 0.243 0.127 -0.1885
O -0.673 2.615 1.474 0.197 0.065 0.216 -0.2172
H 5.130 -3.139 -1.696 0.014 -0.004 0.018 0.0843
C 2.284 -0.344 -5.925 -0.032 0.016 0.022 -0.0407
Y -0.388 0.928 0.071 -0.169 -0.394 -0.903 1.4750
H 6.147 5.482 5.155 0.000 -0.002 -0.006 0.0686
C -1.323 3.797 -1.118 0.059 -0.124 -0.064 -0.3006
C -3.432 4.865 -0.456 -0.013 -0.053 0.021 -0.0678
C 0.721 4.750 -3.128 -0.072 0.066 0.113 -0.0786
H -7.172 -3.099 -0.187 0.006 0.001 -0.002 0.0956
C -2.666 3.706 -0.662 0.012 0.028 0.007 -0.1437
O 1.872 -0.586 -3.542 0.106 0.038 -0.117 -0.1534
H -2.310 0.677 -3.048 -0.006 -0.007 -0.015 0.0604
H -0.796 -2.438 -1.931 -0.014 0.013 -0.010 0.0518
S 2.411 1.084 2.042 0.149 -0.004 0.085 0.5605
N -1.624 -0.984 5.339 -0.001 0.019 -0.026 -0.1536
H -3.675 -1.818 -4.343 -0.001 0.002 -0.007 0.0919
C 4.145 -0.577 -1.108 -0.024 -0.008 -0.005 -0.0351
H -3.636 -5.509 -0.096 0.002 0.007 0.000 0.0898
H -2.436 0.252 6.800 -0.017 -0.005 0.021 0.1173
H 6.826 3.149 2.279 -0.006 0.001 0.004 0.1072
C 4.886 2.250 2.182 0.010 0.024 0.063 -0.0522
H -2.634 -1.805 -2.926 0.015 -0.018 -0.045 0.0636
H -2.942 2.008 3.056 -0.007 0.019 -0.011 0.0908
N -3.651 0.219 -0.360 -0.098 0.001 -0.012 0.0606
N 1.886 1.711 0.684 0.025 0.071 0.272 -0.2666
H 3.014 -4.972 -0.922 -0.057 -0.034 -0.033 0.0594
C 4.929 -2.932 -0.641 -0.023 -0.002 -0.006 -0.0426
H -4.403 2.451 -0.342 -0.015 0.004 -0.041 0.1194
C -1.849 -0.739 -4.634 -0.121 0.001 0.058 -0.3922
H 1.273 -0.572 -6.261 0.014 0.007 -0.008 0.0747
H -3.344 0.764 -4.481 0.009 0.005 -0.032 0.0913
H 1.231 -5.494 0.726 0.013 0.006 0.041 0.1439
C -3.292 -1.010 2.859 0.030 0.041 0.019 -0.3173
H -4.581 0.159 5.716 -0.011 -0.006 0.026 0.1170
N -2.750 1.282 -0.438 -0.082 0.028 0.147 -0.0647
C -3.034 -0.929 -0.410 -0.035 0.126 0.170 -0.5435
H 5.835 -2.529 -0.188 0.010 -0.003 0.007 0.0865
C 0.250 -2.348 -2.234 0.033 0.085 0.094 -0.2062
C -6.092 -3.182 -0.208 0.048 -0.002 -0.004 -0.0893
C 5.498 3.991 3.741 0.014 0.036 0.021 -0.2836
H 1.417 -2.858 -5.094 0.018 -0.013 -0.006 0.0810
H 0.524 3.679 -3.158 -0.018 -0.071 0.036 0.0764
C -2.861 -1.727 5.127 0.012 0.032 -0.045 -0.2130
C 3.811 -1.921 -0.507 0.056 -0.011 -0.050 -0.4080
H 2.396 3.723 1.268 0.054 0.004 -0.047 0.1044
O -0.564 2.771 -1.305 -0.049 -0.160 0.156 -0.1822
C -2.915 6.119 -0.676 0.071 0.015 -0.032 -0.1105
C 2.617 -1.114 -4.662 -0.036 -0.036 0.021 -0.4174
H 5.005 -0.160 -0.582 0.007 0.008 -0.003 0.0839
H 3.937 4.626 5.064 0.004 0.001 -0.003 0.1092
P 1.183 -2.323 -0.700 -0.045 0.003 0.061 0.4900
C 1.567 3.153 0.848 -0.075 0.044 0.090 -0.1955
O 0.918 -1.144 0.143 0.097 0.005 -0.127 -0.3007
H -1.157 7.196 -1.353 -0.002 -0.009 0.003 0.1125
H 2.694 -3.117 -3.871 -0.004 0.004 -0.016 0.0677
C -0.842 5.110 -1.398 0.008 0.065 -0.060 -0.2267
H 4.684 -3.867 -0.136 0.034 0.025 -0.010 0.0687
C -3.316 2.433 -0.456 -0.078 0.089 -0.061 -0.0841
H -3.350 -1.856 6.097 -0.010 -0.002 0.028 0.1168
H -5.765 -1.055 -0.352 0.004 -0.020 0.004 0.1042
H 2.244 3.064 4.130 0.019 0.013 0.000 0.1102
```
Positions in Å, forces in eV/Å.